(1)
{"formula": "C6H13NO", "method": "ωB97M-V with the def2-TZVPD basis set", "multiplicity": 1, "total_energy_ha": -366.18233, "relative_energy_kj_mol": 660.5, "fmax_ha_per_bohr": 0.0599, "lumo_energy_ev": [0.79, 0.79], "gap_ev": [7.034, 7.035], "symbols": ["C", "C", "C", "C", "N", "C", "C", "O", "H", "H", "H", "H", "H", "H", "H", "H", "H", "H", "H", "H", "H"], "positions_angstrom": [[0.039, -0.194, -0.790], [0.093, 0.468, 0.426], [1.294, 1.620, -1.178], [1.159, 0.180, 1.443], [-0.934, -0.044, -1.751], [-1.523, -1.074, 1.059], [-1.198, -2.225, 1.640], [0.425, 2.403, -1.917], [-0.099, 1.807, -2.478], [0.733, -1.008, -0.957], [-0.547, 1.326, 0.592], [-1.839, 0.257, -1.413], [-1.016, -0.816, -2.398], [2.046, 1.079, -1.759], [1.754, 2.218, -0.398], [-2.587, -0.856, 0.902], [1.855, -0.586, 1.095], [0.700, -0.181, 2.363], [1.729, 1.080, 1.681], [-0.159, -2.494, 1.843], [-1.926, -2.960, 1.997]], "forces_ev_per_a": [[1.9, 1.8, -1.6], [-2.1, -1.7, 1.4], [-0.3, -1.0, -0.7], [0.1, 0.0, 0.0], [-0.1, 0.0, 0.3], [0.5, 0.8, 0.4], [0.0, 0.2, 0.0], [0.1, -0.2, 0.2], [0.0, 0.0, 0.1], [0.0, 0.0, 0.1], [0.0, 0.0, -0.1], [0.1, 0.0, 0.1], [0.1, 0.1, 0.1], [0.0, 0.2, -0.1], [-0.2, -0.2, 0.2], [0.0, -0.1, 0.0], [0.0, 0.0, -0.1], [0.0, 0.1, -0.1], [0.0, 0.0, -0.1], [0.0, 0.0, 0.0], [0.1, 0.0, -0.2]]}

(2)
{"formula": "C4H13NO2", "method": "ωB97M-V with the def2-TZVPD basis set", "multiplicity": 1, "total_energy_ha": -365.39373, "relative_energy_kj_mol": 128.0, "smiles": "C[C@H](O)CCN.O", "fmax_ha_per_bohr": 0.0923, "lumo_energy_ev": 0.69, "gap_ev": 9.713, "symbols": ["C", "C", "O", "C", "C", "N", "H", "H", "H", "H", "H", "H", "H", "H", "H", "H", "H", "O", "H", "H"], "positions_angstrom": [[-0.856, 1.911, -0.590], [0.159, 1.081, 0.147], [1.459, 1.523, -0.189], [0.053, -0.417, -0.040], [1.222, -1.031, 0.807], [1.028, -0.571, 2.185], [-0.767, 1.699, -1.676], [-0.602, 3.004, -0.515], [-1.851, 1.538, -0.274], [0.182, 1.293, 1.200], [1.864, 1.367, -1.010], [-0.885, -0.789, 0.364], [0.179, -0.697, -1.102], [1.214, -2.153, 0.683], [2.112, -0.636, 0.365], [1.788, -0.042, 2.538], [0.719, -1.290, 2.826], [-2.126, -2.269, -2.151], [-2.831, -2.281, -1.365], [-2.062, -1.240, -2.205]], "forces_ev_per_a": [[-0.1, -0.1, -0.8], [0.6, 0.2, -1.0], [0.8, 1.3, 2.1], [1.1, -0.4, 0.3], [-1.8, -0.8, -0.4], [-0.4, -0.9, -0.3], [-0.1, -0.1, 0.4], [-0.8, -1.0, 0.4], [0.2, 1.0, -0.1], [-0.7, 0.0, 0.5], [-0.1, -0.7, -2.0], [-0.2, -0.1, -0.2], [-0.3, 0.1, 0.3], [0.1, 1.1, 0.3], [0.7, 0.0, 0.1], [0.7, 0.2, 0.4], [0.3, 0.2, -0.1], [-2.4, 3.1, 2.7], [2.2, -0.4, -2.5], [0.2, -2.7, -0.2]]}

(3)
{"formula": "C7H14O", "method": "ωB97M-V with the def2-TZVPD basis set", "multiplicity": 1, "total_energy_ha": -350.20774, "relative_energy_kj_mol": 398.3, "fmax_ha_per_bohr": 0.0769, "lumo_energy_ev": 0.93, "gap_ev": 9.664, "symbols": ["C", "C", "C", "C", "C", "C", "C", "O", "H", "H", "H", "H", "H", "H", "H", "H", "H", "H", "H", "H", "H", "H"], "positions_angstrom": [[0.431, -0.637, -0.384], [-0.540, 1.179, -0.585], [-0.138, -1.613, -1.370], [1.869, -0.230, -0.588], [-2.056, 1.034, -0.534], [0.124, 0.079, 1.802], [0.662, -0.023, 3.004], [0.119, -0.964, 0.892], [-0.216, 1.004, 0.931], [-0.212, 1.182, -1.626], [-0.206, 2.180, -0.298], [-0.216, -1.143, -2.352], [-1.124, -1.944, -1.049], [0.507, -2.490, -1.467], [2.524, -1.092, -0.437], [2.157, 0.532, 0.136], [2.019, 0.135, -1.602], [-2.554, 1.841, -1.077], [-2.384, 0.095, -0.981], [-2.409, 1.029, 0.500], [1.067, -0.951, 3.385], [0.576, 0.798, 3.699]], "forces_ev_per_a": [[-0.8, 2.8, 0.3], [0.4, -1.6, -2.4], [-0.1, 0.3, 0.0], [-0.1, -0.2, 0.0], [0.2, -0.1, 0.3], [0.1, 1.4, -2.9], [-0.6, 0.1, 0.2], [-0.2, -0.9, 1.1], [0.9, -1.9, 3.4], [-0.2, -0.1, -0.3], [0.2, -0.2, 0.6], [0.0, 0.0, 0.0], [0.0, 0.0, 0.0], [0.0, 0.0, 0.1], [0.0, -0.1, 0.0], [0.0, 0.1, -0.1], [0.0, 0.1, 0.0], [0.0, 0.0, 0.1], [0.1, 0.0, 0.0], [-0.1, 0.1, -0.1], [0.0, -0.1, -0.2], [0.1, 0.1, 0.0]]}

(4)
{"formula": "C2H4NO3P", "method": "ωB97M-V with the def2-TZVPD basis set", "multiplicity": 1, "total_energy_ha": -700.41007, "relative_energy_kj_mol": 137.1, "total_charge": -2, "fmax_ha_per_bohr": 0.0999, "lumo_energy_ev": 4.91, "gap_ev": 3.182, "symbols": ["C", "C", "N", "O", "O", "O", "P", "H", "H", "H", "H"], "positions_angstrom": [[0.546, 0.548, 1.898], [1.020, -0.022, 0.685], [0.122, 1.208, 2.733], [-0.106, -1.751, -1.763], [-0.396, -3.009, 0.409], [1.968, -2.480, -0.378], [0.528, -2.313, -0.529], [-7.286, 8.174, -3.740], [0.511, -0.832, 0.163], [2.129, -0.266, 0.708], [0.965, 0.743, -0.186]], "forces_ev_per_a": [[-0.8, 0.3, -0.3], [2.8, 1.6, -2.8], [0.0, 0.0, 0.7], [0.8, 0.4, 0.5], [0.3, 0.5, 0.4], [1.7, 0.1, 0.0], [-2.6, -3.9, -2.1], [0.0, 0.1, 0.0], [-0.7, 1.7, 1.7], [-1.5, 0.0, 0.2], [-0.1, -0.8, 1.6]]}

(5)
{"formula": "C34H27INO12P", "method": "ωB97M-V with the def2-TZVPD basis set", "multiplicity": 1, "total_energy_ha": -2908.34326, "smiles": "O=C1CC[C@@H](P(O)I)N1.O=C1C=CC(=O)C=C1.O=C1C=CC(=O)C=C1.O=C1C=CC(=O)C=C1.O=C1C=CC(=O)C=C1.O=C1C=CC(=O)C=C1", "fmax_ha_per_bohr": 0.0930, "lumo_energy_ev": -1.83, "gap_ev": 6.865, "symbols": ["O", "C", "C", "C", "C", "P", "O", "I", "N", "H", "H", "H", "H", "H", "H", "H", "O", "C", "C", "C", "C", "O", "C", "C", "H", "H", "H", "H", "O", "C", "C", "C", "C", "O", "C", "C", "H", "H", "H", "H", "O", "C", "C", "C", "C", "O", "C", "C", "H", "H", "H", "H", "O", "C", "C", "C", "C", "O", "C", "C", "H", "H", "H", "H", "O", "C", "C", "C", "C", "O", "C", "C", "H", "H", "H", "H"], "positions_angstrom": [[-1.777, 2.102, 1.835], [-0.689, 1.973, 1.486], [0.591, 2.044, 2.299], [1.277, 0.846, 1.628], [1.093, 1.273, 0.159], [1.588, -0.054, -1.066], [3.201, 0.295, -1.198], [1.550, -2.186, 0.159], [-0.306, 1.655, 0.129], [0.478, 1.967, 3.357], [1.105, 2.932, 1.956], [0.533, 0.073, 1.751], [2.250, 0.560, 1.978], [1.729, 2.143, -0.023], [3.478, 0.693, -0.358], [-0.385, 2.556, -0.351], [4.141, -5.548, 6.397], [3.584, -4.667, 5.778], [2.710, -4.974, 4.617], [2.101, -4.005, 3.938], [2.270, -2.579, 4.312], [1.711, -1.697, 3.694], [3.143, -2.271, 5.471], [3.752, -3.239, 6.151], [2.600, -6.019, 4.361], [1.460, -4.207, 3.089], [3.252, -1.224, 5.726], [4.392, -3.037, 7.000], [-0.729, 4.277, -0.979], [-1.356, 5.135, -1.571], [-2.269, 4.782, -2.681], [-2.954, 5.719, -3.332], [-2.828, 7.154, -2.968], [-3.450, 8.009, -3.557], [-1.909, 7.503, -1.853], [-1.227, 6.564, -1.204], [-2.348, 3.733, -2.926], [-3.628, 5.484, -4.144], [-1.831, 8.553, -1.604], [-0.553, 6.795, -0.388], [-3.651, 3.060, -4.715], [-2.899, 2.736, -5.616], [-3.174, 1.527, -6.429], [-2.363, 1.156, -7.416], [-1.147, 1.939, -7.749], [-0.409, 1.605, -8.650], [-0.871, 3.150, -6.936], [-1.682, 3.520, -5.949], [-4.066, 0.969, -6.172], [-2.547, 0.276, -8.019], [0.020, 3.708, -7.193], [-1.495, 4.400, -5.350], [1.465, -6.793, -1.068], [1.625, -6.357, -2.189], [1.239, -7.147, -3.385], [1.415, -6.669, -4.613], [2.003, -5.324, -4.841], [2.161, -4.890, -5.962], [2.389, -4.535, -3.645], [2.213, -5.014, -2.417], [0.811, -8.124, -3.198], [1.141, -7.228, -5.499], [2.815, -3.557, -3.830], [2.484, -4.454, -1.531], [-3.861, -2.148, 7.212], [-2.980, -1.435, 6.782], [-1.695, -2.001, 6.300], [-0.727, -1.218, 5.831], [-0.892, 0.256, 5.770], [-0.008, 0.971, 5.346], [-2.176, 0.823, 6.251], [-3.143, 0.040, 6.719], [-1.596, -3.078, 6.352], [0.213, -1.608, 5.471], [-2.275, 1.900, 6.197], [-4.087, 0.433, 7.074]], "forces_ev_per_a": [[-4.5, 0.8, 1.3], [4.3, -0.4, -1.0], [0.2, -0.7, -0.8], [-1.1, 1.1, -0.3], [0.8, -1.0, 1.0], [-0.3, 0.5, -1.4], [-0.6, 0.1, 0.8], [0.0, 0.0, 0.2], [0.1, 0.6, -0.1], [-0.2, 0.1, 0.6], [0.2, 0.6, 0.4], [0.4, -1.0, 0.3], [0.4, -0.1, 0.0], [0.3, 0.0, -0.4], [0.5, -0.1, -0.2], [-0.6, -0.6, -0.5], [0.0, 0.0, 0.0], [0.0, -0.1, 0.0], [0.0, 0.0, 0.0], [0.0, 0.0, 0.0], [0.1, -0.1, -0.1], [0.0, 0.0, 0.0], [0.0, 0.0, 0.0], [0.0, 0.1, 0.0], [0.0, 0.0, 0.0], [0.0, 0.0, 0.0], [0.0, 0.0, 0.0], [0.0, 0.0, 0.0], [0.1, 0.3, 0.0], [-0.1, 0.0, 0.0], [0.1, 0.1, 0.1], [0.0, 0.1, 0.1], [0.0, 0.0, 0.0], [0.0, 0.0, 0.0], [0.0, 0.0, 0.0], [0.0, 0.0, 0.1], [0.0, 0.0, 0.0], [0.0, 0.0, 0.0], [0.0, 0.0, 0.0], [0.0, 0.0, 0.0], [0.2, 0.0, -0.3], [-0.2, -0.1, 0.0], [0.0, 0.0, 0.0], [-0.1, 0.0, 0.0], [0.0, 0.0, -0.1], [0.0, 0.0, 0.0], [0.0, 0.0, 0.1], [0.0, 0.0, 0.0], [0.0, 0.0, 0.0], [0.0, 0.0, 0.0], [0.0, 0.0, 0.0], [0.0, 0.0, 0.0], [0.0, 0.0, 0.0], [0.0, 0.0, 0.1], [0.0, 0.0, -0.1], [0.0, 0.0, 0.0], [0.0, 0.0, 0.0], [0.0, 0.0, 0.0], [0.0, 0.0, 0.0], [0.1, 0.0, 0.0], [0.0, 0.0, 0.0], [0.0, 0.0, 0.0], [0.0, 0.0, 0.0], [0.0, 0.0, 0.0], [0.0, 0.0, 0.0], [-0.1, 0.0, 0.0], [0.0, 0.0, 0.0], [-0.1, 0.0, 0.1], [0.0, 0.0, 0.0], [0.0, 0.0, 0.1], [-0.1, 0.0, 0.0], [0.0, 0.0, 0.0], [0.0, 0.0, 0.0], [-0.1, 0.1, 0.0], [0.0, 0.0, 0.0], [0.0, 0.0, 0.0]]}